Entry 1:
This record from OMol25 describes a gas-phase ion, C3H5OS (charge -1) at a distorted geometry. The level of theory is ωB97M-V/def2-TZVPD.

Structure (XYZ):
```
10
Properties=species:S:1:pos:R:3:mulliken_charge:R:1
C 1.030 -0.373 0.463 -0.934
C 0.051 0.238 -0.630 -0.294
C -1.317 0.373 -0.111 0.142
O -1.664 1.503 0.280 -0.644
S -2.237 -1.101 -0.132 -0.534
H 0.374 -1.043 1.124 0.225
H 1.910 -0.883 0.067 0.303
H 1.155 0.522 1.208 0.241
H 0.078 -0.483 -1.511 0.272
H 0.620 1.249 -0.758 0.224
```

Energy above the lowest of the compared OMol25 structures with the same formula, charge and spin ... 2.3 kcal per mole
Gap between HOMO and LUMO ... 7.17 eV
Total charge ... -1
SMILES ... CCC([O-])=S


Entry 2:
This record from OMol25 describes C3H5P in the gas phase at a distorted geometry. The level of theory is ωB97M-V/def2-TZVPD.

Structure (XYZ):
```
9
Properties=species:S:1:pos:R:3:mulliken_charge:R:1
P -1.706 0.170 -0.003 -0.112
C -0.086 0.436 0.577 -0.233
C 1.111 -0.328 0.081 -0.416
C 1.127 0.917 -0.286 -0.334
H -1.320 -0.914 -0.824 0.002
H -1.565 1.018 -1.094 0.006
H -0.203 0.856 1.625 0.275
H 1.586 -1.216 0.166 0.405
H 1.591 1.688 -0.758 0.408
```

Energy above the lowest of the compared OMol25 structures with the same formula, charge and spin ... 39.4 kcal per mole
Gap between HOMO and LUMO ... 10.34 eV
SMILES ... PC1C=C1


Entry 3:
This record from OMol25 describes 2 unconnected molecules or ions with the total composition C3H5P at a distorted geometry. The level of theory is ωB97M-V/def2-TZVPD.

Structure (XYZ):
```
9
Properties=species:S:1:pos:R:3:mulliken_charge:R:1
C -2.318 -1.333 0.031 0.228
C -2.078 -0.161 0.068 -0.475
C 1.322 0.078 0.339 -1.028
P -1.517 1.472 0.136 -0.112
H -2.604 -2.351 0.051 0.364
H 0.672 -0.804 0.173 0.287
H 1.307 0.269 1.407 0.386
H 1.724 0.469 -0.638 0.355
H -0.796 1.326 -0.975 -0.004
```

Energy above the lowest of the compared OMol25 structures with the same formula, charge and spin ... 80.6 kcal per mole
Gap between HOMO and LUMO (spin up / spin down) ... 8.40 / 7.63 eV


Repeat the third record exactly.
This record from OMol25 describes 2 unconnected molecules or ions with the total composition C3H5P at a distorted geometry. The level of theory is ωB97M-V/def2-TZVPD.

Structure (XYZ):
```
9
Properties=species:S:1:pos:R:3:mulliken_charge:R:1
C -2.318 -1.333 0.031 0.228
C -2.078 -0.161 0.068 -0.475
C 1.322 0.078 0.339 -1.028
P -1.517 1.472 0.136 -0.112
H -2.604 -2.351 0.051 0.364
H 0.672 -0.804 0.173 0.287
H 1.307 0.269 1.407 0.386
H 1.724 0.469 -0.638 0.355
H -0.796 1.326 -0.975 -0.004
```

Energy above the lowest of the compared OMol25 structures with the same formula, charge and spin ... 80.6 kcal per mole
Gap between HOMO and LUMO (spin up / spin down) ... 8.40 / 7.63 eV


Which of these has the lowest energy above the lowest of the compared OMol25 structures with the same formula, charge and spin? C3H5OS


Which of these has the lowest energy above the lowest of the compared OMol25 structures with the same formula, charge and spin? C3H5OS


The highest energy above the lowest of the compared OMol25 structures with the same formula, charge and spin belongs to which entry? number 3